Entry 1:
A structure of composition C10H8F6NO7RhS3. Source: OMol25; level of theory: ωB97M-V/def2-TZVPD.

Geometry as ORCA input:
```
! RIJCOSX wB97M-V def2-TZVPD def2/J DEFGRID3
* xyz -2 1
Rh 0.5971 -1.5005 -0.3683
F -1.4718 1.9279 3.7381
C -0.1408 1.8867 3.5546
F 0.4246 2.5613 4.5664
F 0.2497 0.6170 3.6330
S 0.2921 2.6178 1.9167
O -0.4311 1.7954 0.9945
O -0.0745 3.9984 2.0571
N 1.8467 2.5000 1.8909
S 2.7740 1.2888 1.4946
O 3.4581 0.7524 2.6367
O 2.2805 0.3871 0.4947
C 4.0791 2.2618 0.6245
F 3.5967 2.9132 -0.4292
F 5.0411 1.4305 0.2010
F 4.6524 3.1575 1.4439
C -0.5621 -2.1744 0.6319
C -1.7818 -2.1436 1.4479
C -2.4071 -3.3139 1.8786
C -3.5518 -3.2563 2.6599
C -4.0855 -2.0261 3.0248
C -3.4672 -0.8542 2.5996
C -2.3264 -0.9087 1.8159
H -1.9799 -4.2677 1.5901
H -4.0304 -4.1721 2.9896
H -4.9775 -1.9811 3.6394
H -3.8741 0.1082 2.8877
H -1.8282 -0.0077 1.4779
C -1.0671 0.4678 -2.6394
S 0.4665 -0.0854 -3.3584
O 1.0801 1.0790 -3.9780
O 1.2625 -0.5462 -2.1915
O 0.1120 -1.1443 -4.2857
H -0.8478 1.2115 -1.8751
H -1.5648 -0.3927 -2.1971
H -1.6625 0.9011 -3.4420
*
```

Results
Lowest unoccupied orbital energy, eV: 4.8023
Energy relative to the best compared isomer or geometry (same formula, charge and spin), kcal/mol: 14.5
Electronic energy, eV: -78139.838

Entry 2:
A structure of composition C4H6AgO2 at a distorted geometry. Source: OMol25; level of theory: ωB97M-V/def2-TZVPD.

Geometry as ORCA input:
```
! RIJCOSX wB97M-V def2-TZVPD def2/J DEFGRID3
* xyz -1 3
O -1.0674 1.5994 -1.3663
C -2.0434 1.4991 -0.5474
H -0.1335 1.2998 -0.9479
H -1.7592 0.7797 0.2766
C 1.0417 0.8104 0.1120
C 0.4985 -0.1734 0.8693
C 0.1309 -1.5304 0.2950
O 0.5738 -1.7386 -0.9974
Ag 1.7775 -0.3343 -1.6450
H 0.2865 -0.0646 1.9468
H 1.1320 1.7895 0.6294
H -0.9753 -1.6432 0.3771
H 0.5381 -2.2935 0.9978
*
```

Results
Lowest unoccupied orbital energy (spin up / spin down), eV: 3.3729 / 3.3043
⟨S²⟩: 2.006
Electronic energy, eV: -12332.476

Entry 3:
An isolated molecule of C4H2. Source: OMol25; level of theory: ωB97M-V/def2-TZVPD.

Geometry as ORCA input:
```
! RIJCOSX wB97M-V def2-TZVPD def2/J DEFGRID3
* xyz 0 1
C -1.2255 0.8164 -1.0961
C -0.2461 0.3584 -0.5667
C 0.7218 -0.2348 0.2079
C 1.3740 -0.8092 1.0411
H -2.1118 1.2110 -1.5335
H 1.4876 -1.3418 1.9473
*
```

Results
SMILES: C#CC#C
Lowest unoccupied orbital energy, eV: 0.8332
Energy relative to the best compared isomer or geometry (same formula, charge and spin), kcal/mol: 7.0
Electronic energy, eV: -4176.128

Entry 4:
A cluster of 15 separate species, C6H43NO14 in total at a distorted geometry. Source: OMol25; level of theory: ωB97M-V/def2-TZVPD.

Geometry as ORCA input:
```
! RIJCOSX wB97M-V def2-TZVPD def2/J DEFGRID3
* xyz -1 2
C 0.5222 1.5991 3.9499
C -0.4005 0.8519 2.8769
N -0.0270 -0.4160 2.3158
C 0.3731 -1.2927 3.4091
C 1.8541 -1.3662 3.9195
C 0.9070 -0.2453 1.0421
C -0.0344 0.4249 0.0632
H 1.5191 1.0673 4.0208
H 0.0398 1.5643 4.9503
H 0.6728 2.5389 3.5138
H -1.3713 0.6534 3.4229
H -0.6392 1.5838 2.1355
H 0.1916 -2.3496 3.0017
H -0.3760 -1.0917 4.2261
H 2.0649 -2.4568 4.0877
H 2.1511 -0.9494 4.8210
H 2.4814 -0.8662 3.1407
H 1.2336 -1.3177 0.8013
H 1.7625 0.3954 1.3383
H -1.1125 -0.0357 0.2525
H 0.2341 0.0090 -1.0136
H 0.0803 1.4902 0.1133
H -2.9277 -1.3108 -2.0097
H -2.3973 -2.0921 -0.7620
O -2.6905 -2.2167 -1.6381
H -1.4324 0.3289 -5.0123
H -0.2108 -0.1958 -4.6214
O -0.7937 0.4844 -4.3813
H -2.1448 -2.7207 1.3113
H -0.7367 -2.1344 1.1673
O -1.4065 -2.7135 0.6755
H 0.6208 -2.2065 -3.7178
H 1.6166 -2.0951 -4.7842
O 0.9307 -1.5774 -4.3160
H 0.0862 3.2764 1.6519
H -0.8170 3.9393 0.7418
O -0.7186 3.9060 1.6352
H 1.9008 -3.4699 -2.4877
H 0.8536 -4.5257 -2.2743
O 1.7183 -4.3614 -2.6018
H 3.1659 -0.0491 -3.0378
H 3.4486 0.1306 -1.8068
O 3.4172 0.7042 -2.5190
H -4.1379 -0.3225 2.2921
H -3.0430 0.1633 1.7501
O -3.4458 -0.6887 1.7465
H 2.9685 3.4108 0.4653
H 3.0259 3.1493 1.9229
O 2.5095 3.5257 1.2903
H 1.3781 -2.8742 1.0520
H 1.5924 -4.0947 1.9573
O 1.0777 -3.6955 1.3219
H -0.7710 4.4505 -2.0625
H -1.7293 3.3673 -1.9920
O -1.4360 4.0514 -1.5916
H -1.2491 -2.7329 -3.0837
H -0.7733 -2.9981 -1.5702
O -0.4391 -2.9208 -2.5428
H -2.7115 2.2436 0.4134
H -2.4653 2.5157 2.1048
O -2.8039 1.9211 1.4213
H 1.9452 4.0323 -3.1381
H 0.9181 2.9494 -3.3311
O 1.0750 3.9201 -3.2159
*
```

Results
Lowest unoccupied orbital energy (spin up / spin down), eV: 2.4668 / 2.3329
⟨S²⟩: 0.751
Electronic energy, eV: -37070.398

- Number 4 is which compound?
  C6H43NO14

- The highest electronic energy belongs to which entry?
  C4H2